This record from the Open Molecules 2025 dataset describes a molecular structure, C5H35NO13S in a non-equilibrium geometry. The level of theory is the ωB97M-V functional and the def2-TZVPD basis.

Calculated values
E_HOMO (eV): -9.0728
HOMO-LUMO gap (eV): 9.25
Spin multiplicity: 1

CARTESIAN COORDINATES (ANGSTROEM)
O1 -1.59 -1.49 -0.70
C1 -0.88 -1.14 0.24
N1 -1.14 -1.77 1.43
C2 -0.30 -1.64 2.62
C3 -0.60 -0.33 3.41
S1 -2.36 -0.36 3.90
C4 0.14 -0.05 0.13
C5 0.32 0.34 -1.33
H1 -1.88 -2.45 1.42
H2 0.77 -1.82 2.47
H3 -0.55 -2.54 3.18
H4 -0.35 0.43 2.68
H5 0.05 -0.41 4.28
H6 -2.61 0.96 3.75
H7 -0.12 0.83 0.70
H8 1.10 -0.41 0.53
H9 0.76 -0.44 -1.96
H10 -0.60 0.60 -1.86
H11 0.91 1.25 -1.29
H12 2.69 -0.03 1.73
H13 2.79 -1.37 0.86
O2 2.74 -0.98 1.76
H14 -0.02 -3.92 1.32
H15 1.50 -3.72 0.81
O3 0.61 -4.00 0.61
H16 0.32 -3.22 -1.14
H17 1.00 -3.78 -2.42
O4 0.78 -2.96 -1.97
H18 3.78 -2.53 -0.98
H19 2.20 -2.58 -1.20
O5 2.93 -2.36 -0.57
H20 -3.81 -0.28 -2.49
H21 -2.17 -0.42 -2.22
O6 -2.92 0.01 -2.64
H22 3.16 1.19 -2.58
H23 3.48 2.07 -1.35
O7 3.19 2.09 -2.26
H24 1.58 2.84 -2.44
H25 0.23 3.67 -2.63
O8 0.78 3.19 -2.00
H26 -3.65 1.01 -0.87
H27 -3.75 0.07 0.36
O9 -3.79 0.98 0.09
H28 -2.94 1.17 0.62
H29 -2.05 2.00 -0.33
O10 -2.16 1.74 0.59
H30 2.92 2.13 1.85
H31 1.77 2.12 0.74
O11 2.63 1.75 1.02
H32 -0.93 2.14 -2.32
H33 -2.14 1.14 -2.60
O12 -1.88 2.04 -2.36
H34 -0.53 2.76 1.00
H35 0.28 3.34 -0.26
O13 0.31 3.14 0.68